{"formula": "CBrCl2NO2", "method": "ωB97M-V/def2-TZVPD", "charge": 0, "de_lowest_kcal_mol": 26.66, "lumo_ev": [-0.9, -0.9], "multiplicity": 1, "homo_energy_ev": [-10.054, -10.054], "species": ["C", "N", "O", "O", "Cl", "Cl", "Br"], "positions_angstrom": [[0.981, 0.715, -0.271], [-0.597, -0.530, 0.146], [-0.280, -1.671, 0.047], [-1.615, 0.053, 0.456], [0.755, 1.960, 0.783], [1.284, 1.138, -1.956], [2.294, -0.690, 0.353]], "forces_ev_per_a": [[0.2, -3.6, -0.1], [0.7, 2.2, -0.9], [-1.2, 0.4, 0.2], [1.4, -1.3, -0.4], [-0.2, 1.2, 0.6], [-0.6, -0.3, 1.0], [-0.2, 1.4, -0.5]]}